# 1
ORCA calculation (ωB97M-V/def2-TZVPD) on C7H8N2O2 in the gas phase in a non-equilibrium geometry.

XYZ file:
```
19
Properties=species:S:1:pos:R:3:forces:R:3:nbo_charge:R:1
C -0.52588 1.41993 1.15030 1.32 -2.19 -3.28 0.2330
C 1.54357 -1.34611 0.41608 -0.62 0.43 0.44 -0.2782
C 0.24729 -1.69821 0.44200 0.57 -0.22 0.26 -0.1638
C 2.05204 -0.12606 -0.29867 -0.06 -0.13 -0.33 0.5367
C 1.09903 0.92704 -0.89512 -2.13 0.44 2.17 -0.5168
C -0.84331 -0.87164 -0.10929 0.95 2.45 1.04 0.0809
C -0.35698 0.82952 -0.18415 -0.15 -2.74 -0.91 0.0392
N -0.76624 1.69583 2.21007 -0.72 1.35 3.57 -0.2953
N -1.38169 1.40873 -1.04629 1.02 -0.53 -0.25 -0.8142
O 3.25480 -0.00490 -0.36416 -0.20 0.37 -0.16 -0.5099
O -2.00872 -0.99411 0.67197 -0.36 1.13 -0.96 -0.7135
H 2.36975 -1.77926 0.98777 -0.51 -0.56 -0.45 0.2446
H -0.22142 -2.62022 0.83741 1.13 0.23 0.23 0.2104
H 1.53254 1.94484 -0.63145 -0.44 -1.21 -0.92 0.2512
H 0.67606 0.81096 -1.91409 1.39 0.02 0.16 0.2739
H -1.11263 -1.27297 -1.05901 -0.01 0.55 -1.39 0.1982
H -2.22241 0.92522 -0.79464 -0.83 0.32 0.01 0.3773
H -1.42693 2.37028 -0.78844 -0.66 0.83 -0.19 0.3646
H -1.90887 -1.61886 1.36974 0.31 -0.54 0.94 0.4816
```
Positions in Å, forces in eV/Å.

## Properties
SMILES: N#C[C@@]1(N)CC(=O)C=C[C@H]1O
LUMO energy: -0.2 eV
Gap between HOMO and LUMO: 9.93 eV
Multiplicity: 1
Charge: 0
Energy relative to the best compared isomer or geometry (same formula, charge and spin): 69.75 kcal per mole

=====

# 2
ORCA calculation (ωB97M-V/def2-TZVPD) on 8 unconnected molecules or ions with the total composition C69H93BO7 in a non-equilibrium geometry.

XYZ file:
```
170
Properties=species:S:1:pos:R:3:forces:R:3:mulliken_charge:R:1
C 4.81908 -2.70240 1.77991 0.14 -0.66 -0.09 -0.4076
C 5.02667 -2.22222 3.33350 0.38 0.15 -0.27 -0.5191
C 4.52444 -0.69776 3.66543 -0.11 0.11 0.47 -0.2412
C 3.52911 -0.03176 2.54648 0.77 1.27 1.07 0.9019
C 4.50112 0.82557 1.50737 -1.41 -1.51 -0.91 -0.9353
C 3.71902 0.78967 0.03912 1.08 0.47 0.25 0.4003
C 4.14967 2.10364 -0.84210 -0.06 -0.82 -1.31 -0.8072
C 3.08263 3.34873 -0.80121 0.73 0.39 0.26 -0.3985
C 2.19359 3.45822 0.57186 -0.67 1.05 -0.02 0.1511
C 0.61526 3.00078 0.39777 -0.44 1.01 0.88 -0.6785
C 0.08527 1.99638 1.60782 0.01 -0.76 -0.88 -0.3405
C -0.10422 0.46034 0.98706 -0.55 0.74 0.08 1.3209
C -1.69746 0.08970 1.08939 0.15 -0.69 0.02 -0.9481
C -2.04495 -1.51202 1.05862 -0.98 -0.34 -2.37 0.6248
C -1.05829 -2.55915 1.87385 -1.07 0.54 1.44 0.2429
C -0.46697 -3.87335 1.09210 0.30 0.10 -0.20 -0.7399
B 0.34353 -3.48589 -0.32456 0.90 0.03 -1.87 0.5555
O 0.48233 -2.11383 -0.85534 -1.23 -3.03 -0.21 -0.1946
O 0.95840 -4.57403 -1.16463 -0.86 1.56 3.09 -0.6840
C -2.07539 -2.78549 3.17262 -0.47 -3.38 5.03 0.0124
O -1.85608 -3.48350 4.31212 -1.35 4.85 -7.71 -0.6442
O -3.40685 -2.11488 2.99927 2.70 -0.97 -0.56 -0.4777
C -3.60372 -1.85066 1.56164 0.81 -1.76 -1.45 0.8876
C -4.81535 -0.86095 1.06661 -0.97 0.26 1.54 -0.6419
C -4.96429 0.53335 1.91653 -0.70 0.33 0.01 -0.4718
C -4.62708 1.82594 0.95201 1.15 0.81 1.08 0.3417
C -5.66250 3.08866 1.11465 -5.47 0.62 -0.10 0.2147
O -6.99196 3.01621 1.22291 8.61 0.20 -0.65 -0.5826
O -5.03933 4.45174 1.09700 -0.75 -2.50 -1.45 -0.3589
C -5.13480 5.03355 -0.25493 -0.69 0.84 -1.68 -0.2673
C -4.22265 4.25576 -1.39252 0.22 -0.64 -0.24 -0.4340
C -4.14400 -3.32573 0.98744 -0.43 0.14 0.26 -1.1706
O -4.52967 -3.18417 -0.43327 1.80 -1.99 0.80 -0.2136
C -4.09550 -4.33874 -1.23643 0.08 -0.07 -2.12 0.0895
C -3.94851 -3.77477 -2.80154 -0.77 0.09 0.46 -0.7624
H 4.99203 -1.87156 0.97411 -0.28 -1.46 1.71 0.0602
H 3.72076 -3.13186 1.60096 2.44 0.87 0.40 -0.0806
H 5.62344 -3.55658 1.57035 -1.96 1.72 0.34 0.3653
H 6.18073 -2.28360 3.58098 -2.39 0.03 -0.44 0.2550
H 4.46671 -2.97846 4.03036 1.11 1.42 -1.34 0.2726
H 5.46255 0.03199 3.75747 -2.02 -1.62 -0.16 0.0572
H 4.01592 -0.71963 4.72888 0.97 0.11 -2.11 0.1572
H 2.80985 -0.78060 2.00694 1.66 1.27 0.91 -0.4971
H 2.82678 0.75086 3.11186 1.40 -1.65 -1.23 -0.0895
H 4.67614 1.93278 1.85030 -0.24 -2.26 -0.51 0.2777
H 5.52095 0.21522 1.39738 -2.10 1.68 0.28 0.3640
H 4.08507 -0.17507 -0.51302 -0.78 1.75 0.98 0.4560
H 2.55731 0.69428 0.18533 2.26 0.39 -0.29 -0.4608
H 4.19665 1.74228 -1.97885 -0.02 0.85 2.34 0.1743
H 5.27133 2.42379 -0.58829 -2.58 -0.59 -0.30 0.2739
H 2.38096 3.28826 -1.76390 1.44 0.20 2.23 0.2277
H 3.72601 4.34670 -0.86349 -1.49 -2.07 -0.12 0.2065
H 2.16790 4.61533 0.85998 0.11 -2.52 -0.55 0.4101
H 2.64108 2.90782 1.50260 -0.63 0.87 -1.98 -0.3465
H -0.05341 3.98280 0.49807 1.47 -2.00 -0.39 0.1149
H 0.40207 2.57477 -0.68186 0.48 0.60 2.27 0.2892
H 0.85070 1.88734 2.49379 -1.45 0.64 -1.75 0.1700
H -0.95559 2.38703 2.03962 2.34 -0.87 -0.94 0.3994
H 0.61745 -0.27454 1.54231 -1.62 1.26 -1.01 -1.0596
H 0.19603 0.46288 -0.14633 -0.52 -0.10 2.26 -0.0317
H -2.16102 0.52757 2.07921 1.00 -0.69 -2.00 0.1339
H -2.21502 0.56172 0.12277 0.94 -0.90 2.35 -0.0078
H -2.14759 -1.78208 -0.09937 0.78 0.29 2.41 0.1491
H -0.10361 -2.13548 2.41924 -2.06 -0.21 -1.30 0.3317
H -1.26637 -4.67064 0.78199 1.36 1.49 0.72 0.1013
H 0.33127 -4.41339 1.76253 -1.70 0.94 -0.96 0.3839
H 0.31637 -2.06673 -1.84318 0.67 -0.29 1.61 0.1434
H 1.25095 -5.33702 -0.58399 -0.74 1.19 -1.05 0.2151
H -4.79064 -0.61162 -0.07687 0.40 -0.82 2.23 0.2577
H -5.82828 -1.46686 1.24467 2.30 1.22 -0.44 0.3653
H -6.07482 0.66179 2.32083 2.35 -0.37 -1.04 0.4401
H -4.28164 0.52259 2.88713 -1.32 0.10 -2.22 0.3329
H -3.56151 2.22300 1.30235 -2.36 -0.55 -0.94 -0.3168
H -4.48757 1.54409 -0.19237 -0.71 0.66 2.41 0.2352
H -4.80030 6.17727 -0.30276 -0.56 -2.63 0.91 0.2944
H -6.29833 5.04772 -0.52096 2.59 -0.19 0.25 0.2505
H -3.19616 3.83913 -0.95980 -2.24 1.04 -0.65 0.0210
H -3.93176 4.93903 -2.31210 -0.81 -1.17 2.03 0.3312
H -4.79235 3.32782 -1.83776 1.02 1.78 0.90 0.0545
H -3.36331 -4.18583 1.13062 -1.30 1.69 -0.25 0.3286
H -5.13005 -3.62727 1.57203 2.14 0.72 -0.87 0.3351
H -3.05002 -4.77752 -0.94404 -1.95 0.91 -0.09 -0.0457
H -4.89259 -5.21381 -1.23291 1.52 1.81 0.24 0.2521
H -4.75756 -2.91499 -2.89818 1.75 -1.80 0.03 0.1453
H -4.21009 -4.61806 -3.59554 0.68 1.80 1.76 0.3021
H -2.88123 -3.32526 -3.01283 -2.15 -0.95 0.49 0.1642
C 1.49042 7.69003 0.06464 0.07 0.00 -0.17 -0.4459
C 2.60148 8.52424 -0.05533 -0.04 -0.09 -0.12 -0.3900
C 3.22226 8.68647 -1.29353 -0.16 -0.12 -0.01 -0.3981
C 2.72536 8.02146 -2.41485 -0.07 -0.02 0.18 -0.3762
C 1.61198 7.19018 -2.29555 0.06 0.06 0.13 -0.4578
C 0.99685 7.02069 -1.05545 0.16 0.12 0.00 -0.1957
H 1.00895 7.56118 1.03048 0.06 0.02 -0.13 0.3842
H 2.98442 9.04778 0.81711 -0.06 -0.09 -0.13 0.3615
H 4.09203 9.33128 -1.38534 -0.13 -0.08 0.01 0.3729
H 3.20603 8.15159 -3.38084 -0.07 -0.02 0.14 0.3671
H 1.22389 6.67329 -3.16983 0.06 0.07 0.14 0.3669
H 0.13285 6.36869 -0.96180 0.10 0.08 -0.01 0.4142
C 0.02555 -7.96493 -0.84382 0.02 -0.15 0.06 -0.0504
C 0.46144 -7.99096 0.48060 -0.02 -0.19 -0.17 0.0949
C 0.73952 -9.20896 1.10026 -0.01 -0.03 -0.14 -0.6501
C 0.59099 -10.40152 0.39155 -0.04 0.21 -0.05 -0.3618
C 0.15869 -10.37517 -0.93408 0.00 0.16 0.06 -0.3609
C -0.12831 -9.15770 -1.55081 0.07 -0.02 0.18 -0.5901
H -0.19435 -7.01570 -1.32534 0.01 -0.12 0.02 0.2895
H 0.58374 -7.06122 1.03060 -0.05 -0.11 0.01 0.2215
H 1.07269 -9.22933 2.13432 -0.04 0.00 -0.15 0.3635
H 0.81235 -11.35049 0.87275 -0.04 0.15 -0.07 0.3572
H 0.04456 -11.30452 -1.48674 0.01 0.15 0.09 0.3536
H -0.47036 -9.13792 -2.58183 0.06 0.00 0.14 0.3618
C -7.65627 -3.44487 -3.56262 -0.06 -0.06 -0.17 -0.5269
C -8.33935 -2.47587 -4.29693 0.03 -0.13 -0.05 -0.2280
C -8.77106 -2.75741 -5.59276 0.09 -0.17 0.10 -0.3053
C -8.52805 -4.01267 -6.15115 0.05 0.07 0.17 -0.4100
C -7.84825 -4.98292 -5.41538 -0.01 0.13 0.06 -0.4871
C -7.40837 -4.69819 -4.12294 -0.12 0.16 -0.11 -0.3707
H -7.31698 -3.22393 -2.55401 -0.04 -0.03 -0.12 0.5300
H -8.53471 -1.50011 -3.85920 0.05 -0.12 -0.08 0.3118
H -9.29738 -1.99991 -6.16712 0.07 -0.09 0.08 0.3497
H -8.86871 -4.23391 -7.15917 0.05 0.03 0.14 0.3541
H -7.66039 -5.96164 -5.85009 -0.03 0.15 0.06 0.3653
H -6.87396 -5.45246 -3.55209 -0.07 0.08 -0.06 0.4204
C 2.73785 -2.05827 -6.72186 -0.03 0.05 0.19 -0.3672
C 2.28680 -3.00721 -5.80488 0.03 0.15 0.02 -0.5478
C 2.05595 -2.64216 -4.47889 0.01 0.14 -0.09 -0.2396
C 2.26695 -1.32447 -4.07183 -0.01 -0.08 -0.21 -0.1622
C 2.71441 -0.37469 -4.98976 -0.02 -0.12 -0.05 -0.4917
C 2.95416 -0.74191 -6.31362 -0.07 -0.14 0.13 -0.4510
H 2.92091 -2.34393 -7.75439 -0.03 0.04 0.15 0.3472
H 2.11583 -4.03238 -6.12376 0.04 0.16 0.06 0.3743
H 1.71093 -3.38332 -3.76310 0.07 0.05 -0.05 0.4118
H 2.08241 -1.03868 -3.03966 0.09 -0.01 -0.08 0.3510
H 2.87723 0.65251 -4.67274 -0.01 -0.15 -0.04 0.3873
H 3.30802 -0.00298 -7.02716 -0.05 -0.10 0.10 0.3603
C 5.26209 2.89544 8.35840 -0.02 -0.01 -0.18 -0.4064
C 4.17909 2.07766 8.03728 0.07 0.08 -0.12 -0.4673
C 3.81631 1.89120 6.70370 0.18 0.11 0.02 -0.5062
C 4.54348 2.51533 5.68970 0.03 0.02 0.19 -0.1665
C 5.62882 3.33011 6.01069 -0.11 -0.06 0.12 -0.4531
C 5.98584 3.52399 7.34482 -0.15 -0.13 -0.03 -0.3711
H 5.54242 3.04324 9.39802 -0.04 -0.02 -0.15 0.3668
H 3.61677 1.58588 8.82711 0.08 0.08 -0.12 0.3650
H 2.96827 1.25931 6.45419 0.11 0.07 0.03 0.4207
H 4.26393 2.36622 4.65012 0.03 0.01 0.12 0.4162
H 6.19640 3.81512 5.22027 -0.11 -0.06 0.10 0.4550
H 6.82803 4.16322 7.59480 -0.09 -0.09 -0.03 0.3274
C -7.93791 2.42283 -3.46900 0.00 -0.01 -0.17 -0.3451
C -9.02091 1.60506 -3.79011 0.07 0.05 -0.11 -0.5588
C -9.38369 1.41859 -5.12369 0.19 0.11 0.02 -0.3059
C -8.65652 2.04273 -6.13770 0.04 0.01 0.18 -0.4450
C -7.57118 2.85751 -5.81670 -0.08 -0.06 0.10 -0.4283
C -7.21416 3.05138 -4.48258 -0.17 -0.15 -0.04 -0.3513
H -7.65758 2.57064 -2.42938 -0.06 -0.02 -0.11 0.5068
H -9.58323 1.11327 -3.00029 0.07 0.09 -0.11 0.4279
H -10.23173 0.78671 -5.37321 0.10 0.08 0.04 0.4202
H -8.93607 1.89362 -7.17728 0.04 0.03 0.15 0.3607
H -7.00360 3.34252 -6.60713 -0.10 -0.07 0.12 0.3600
H -6.37197 3.69061 -4.23260 -0.10 -0.08 -0.03 0.3679
C 10.53068 4.38824 4.45271 -0.05 -0.16 0.00 -0.5134
C 11.48570 3.50945 3.94236 -0.13 -0.05 0.06 -0.3586
C 11.22579 2.13979 3.90671 -0.16 0.11 0.07 -0.3744
C 10.00560 1.64949 4.37282 0.08 0.20 -0.01 -0.5225
C 9.04910 2.52874 4.87970 0.11 0.02 -0.05 -0.0661
C 9.31275 3.89749 4.92392 0.17 -0.16 -0.10 -0.1525
H 10.73497 5.45527 4.48347 -0.03 -0.15 -0.01 0.3511
H 12.43373 3.89230 3.57282 -0.14 -0.06 0.07 0.3482
H 11.97279 1.45464 3.51520 -0.10 0.10 0.05 0.3521
H 9.80092 0.58263 4.34060 0.02 0.15 0.01 0.3758
H 8.09761 2.14664 5.24139 0.15 0.05 -0.03 0.3039
H 8.56955 4.58159 5.32397 0.09 -0.07 -0.05 0.2718
```
Positions in Å, forces in eV/Å.

## Properties
SMILES: CCCCCCCCCCCCC[C@H]1[C@H](CB(O)O)C(=O)O[C@]1(CCCC(=O)OCC)COCC.c1ccccc1.c1ccccc1.c1ccccc1.c1ccccc1.c1ccccc1.c1ccccc1.c1ccccc1
LUMO energy: 0.1 eV
Gap between HOMO and LUMO: 9.54 eV
Multiplicity: 1
Charge: 0

=====

# 3
ORCA calculation (ωB97M-V/def2-TZVPD) on 2 unconnected molecules or ions with the total composition C6H15NO in a non-equilibrium geometry.

XYZ file:
```
23
Properties=species:S:1:pos:R:3:forces:R:3:nbo_charge:R:1
C -2.20167 0.48102 -0.30688 0.34 0.63 0.28 -0.5983
C -1.23150 -0.26035 -1.22110 -0.19 0.30 -0.70 -0.4260
C 0.04840 -0.68440 -0.54447 -0.22 -0.54 -0.36 -0.0968
C 1.26670 -0.43204 -1.03790 -0.18 -0.33 0.59 0.0015
N 1.59106 0.40235 -2.09794 0.00 0.20 -0.18 -0.8239
C -0.11894 -1.59627 0.65631 -0.11 -0.32 0.17 -0.4172
C 0.89596 -1.38177 1.77934 0.21 1.19 -0.63 -0.6057
H -1.68047 1.33529 0.13738 -0.02 0.11 -0.14 0.1940
H -3.06915 0.87967 -0.83018 -0.05 -0.15 -0.08 0.2113
H -2.53483 -0.08254 0.55859 -0.18 -0.36 -0.13 0.2048
H -1.74542 -1.08123 -1.74170 0.09 -0.38 0.56 0.2068
H -1.02812 0.37344 -2.09378 0.16 0.29 0.30 0.1888
H 2.08723 -0.91175 -0.51838 0.30 0.31 -0.16 0.1873
H 2.46804 0.28379 -2.58366 -0.16 -0.24 0.28 0.3825
H 0.82424 0.55414 -2.72467 -0.03 0.16 -0.30 0.3705
H -1.11780 -1.45717 1.06384 -0.07 0.19 0.10 0.2006
H -0.13970 -2.65120 0.34960 0.21 0.06 -0.08 0.2005
H 0.97461 -0.30654 1.97005 -0.34 0.07 0.16 0.2075
H 1.91190 -1.58061 1.43164 -0.05 -0.72 0.40 0.1970
H 0.61753 -1.84169 2.72119 0.26 -0.45 -0.07 0.2142
H 0.15754 2.94127 1.37817 -0.93 -0.60 -0.38 0.4627
H 1.42758 3.57401 1.60327 0.78 0.37 0.14 0.4622
O 0.59680 3.44256 2.05129 0.15 0.19 0.22 -0.9245
```
Positions in Å, forces in eV/Å.

## Properties
SMILES: CCC(=CN)CC.O
LUMO energy: 0.8 eV
Gap between HOMO and LUMO: 8.66 eV
Multiplicity: 1
Charge: 0
Energy relative to the best compared isomer or geometry (same formula, charge and spin): 35.67 kcal per mole

=====

# 4
ORCA calculation (ωB97M-V/def2-TZVPD) on C6H10O3Si in the gas phase in a non-equilibrium geometry.

XYZ file:
```
20
Properties=species:S:1:pos:R:3:forces:R:3:nbo_charge:R:1
C 2.88519 1.02554 0.21405 -0.17 0.35 1.22 0.0019
C 0.98532 2.69439 -1.85366 0.20 0.45 -1.36 -0.0324
C -1.27689 -0.29819 0.51333 3.27 4.07 0.00 -0.4293
C -0.17377 -1.22817 0.16429 2.55 -1.42 -1.30 -0.4737
C -0.60383 0.84557 1.43761 -0.32 -2.37 1.11 -0.0502
C 0.45282 -0.93986 -1.23790 -3.14 4.29 0.56 -0.5360
O 2.96673 0.30655 1.19216 -0.36 0.00 -0.23 -0.5120
O 1.97080 3.21275 -2.34723 -0.47 -0.01 0.09 -0.4979
O -0.02432 1.81249 0.63903 -0.09 1.90 -0.29 -0.8994
Si 1.17841 1.58031 -0.40267 -0.72 -3.67 -0.95 1.5543
H 3.81012 1.35991 -0.23734 0.54 0.12 -0.75 0.1448
H -0.00840 2.70988 -2.40444 0.57 0.23 0.47 0.1392
H -1.51167 0.20272 -0.45498 -0.44 -0.03 0.83 0.2082
H -2.14327 -0.62627 0.96186 -1.68 -1.31 0.98 0.2155
H 0.77887 -1.24207 0.84642 -2.23 -0.32 -0.59 0.2216
H -0.64063 -2.19075 0.03852 0.33 -1.07 0.46 0.2076
H -1.29645 1.18947 2.21584 -0.25 0.88 -0.78 0.1842
H 0.24684 0.50719 2.08579 -0.81 -0.76 -0.56 0.1774
H 1.23271 -1.56815 -1.54268 1.13 -0.65 -0.49 0.1854
H -0.39164 -0.70185 -2.04782 2.08 -0.70 1.59 0.1908
```
Positions in Å, forces in eV/Å.

## Properties
LUMO energy (alpha / beta): -0.7 / -0.7 eV
Gap between HOMO and LUMO (alpha / beta): 7.25 / 7.25 eV
Multiplicity: 1
Charge: 0
Energy relative to the best compared isomer or geometry (same formula, charge and spin): 86.10 kcal per mole

=====

no.,energy (hartree)
1,-531.4479
2,-3236.0890
3,-367.5744
4,-749.6947